[1]
Below is 2 unconnected molecules or ions with the total composition C3H10, with properties calculated with ωB97M-V with the def2-TZVPD basis set.

Charge ... 0
Total energy ... -3272.718 eV
Orbital gap ... 12.7510 eV

```
13
C3H10, DFT ωB97M-V with the def2-TZVPD basis set
C -1.415 3.742 -2.246
C -0.877 3.798 -0.814
H -1.027 2.866 -2.765
H -1.003 4.615 -2.771
H -2.483 3.798 -2.434
H -1.546 3.209 -0.160
H 0.058 3.261 -0.726
H -0.984 4.768 -0.340
C 1.856 -6.026 2.452
H 2.224 -5.604 3.386
H 0.934 -6.538 2.715
H 2.499 -6.717 1.920
H 1.762 -5.172 1.782
```

[2]
Below is 2 unconnected molecules or ions with the total composition C8H20BNO7PS, with properties calculated with ωB97M-V with the def2-TZVPD basis set.

Charge ... -1
Total energy ... -45244.534 eV
Orbital gap ... 6.4799 eV

```
39
C8H20BNO7PS, DFT ωB97M-V with the def2-TZVPD basis set
C 3.552 -0.365 3.475
P 3.862 1.055 2.267
C 5.702 1.354 1.945
C 2.851 0.902 0.675
N 1.645 1.770 0.831
C 0.765 1.272 1.928
B -0.804 1.117 1.453
O -1.476 2.264 0.834
O -1.430 -0.171 1.639
C 2.522 -0.596 0.221
O 3.389 -1.548 0.205
O 1.236 -0.944 -0.213
H 4.523 -0.742 3.976
H 2.902 0.057 4.332
H 2.985 -1.256 3.043
H 6.308 0.829 2.755
H 5.981 2.472 1.989
H 6.019 0.972 0.901
H 3.477 1.392 -0.166
H 1.166 1.814 -0.077
H 1.092 0.274 2.374
H 0.750 2.085 2.754
H -1.617 2.885 1.590
H -0.838 -0.661 2.256
O -3.107 -2.706 -3.988
S -3.970 -1.579 -3.747
O -3.826 -0.342 -4.468
O -3.992 -1.262 -2.164
C -2.747 -1.043 -1.489
C -2.192 0.339 -1.771
C -5.654 -2.113 -3.884
H -2.023 -1.820 -1.750
H -2.947 -1.135 -0.419
H -1.895 0.437 -2.818
H -1.315 0.537 -1.153
H -2.945 1.106 -1.576
H -5.783 -3.025 -3.304
H -5.859 -2.305 -4.937
H -6.305 -1.321 -3.516
```

[3]
Below is 2 unconnected molecules or ions with the total composition C23H53ClNO2P, with properties calculated with ωB97M-V with the def2-TZVPD basis set.

Charge ... 0
Total energy ... -52102.752 eV
Orbital gap ... 5.0660 eV

```
81
C23H53ClNO2P, DFT ωB97M-V with the def2-TZVPD basis set
C -1.338 -1.513 2.632
C -0.863 -0.582 1.499
C 0.651 -0.359 1.566
O 0.943 0.766 2.334
C 1.870 0.597 3.417
P 3.340 1.817 3.296
Cl 3.272 1.999 5.557
C 3.414 1.754 1.391
C 2.598 2.846 0.686
O 4.414 0.451 3.479
C 5.787 0.680 3.290
C 6.471 -0.656 2.916
C 7.252 -1.216 4.130
C 7.410 -0.564 1.707
C 6.838 0.228 0.540
C 7.681 -2.005 1.201
H -2.144 -1.076 3.213
H -0.534 -1.705 3.335
H -1.647 -2.478 2.243
H -1.023 -1.077 0.540
H -1.383 0.368 1.556
H 1.042 -0.212 0.549
H 1.105 -1.278 1.936
H 2.267 -0.413 3.497
H 1.338 0.801 4.340
H 4.417 2.760 3.376
H 2.402 2.914 3.221
H 4.436 1.893 1.046
H 3.119 0.780 1.007
H 3.176 3.762 0.624
H 1.644 3.015 1.170
H 2.430 2.535 -0.348
H 5.994 1.462 2.557
H 6.212 1.015 4.241
H 5.677 -1.365 2.700
H 8.163 -1.709 3.800
H 6.656 -1.968 4.636
H 7.554 -0.427 4.808
H 8.376 -0.167 2.012
H 7.258 -0.110 -0.404
H 5.757 0.148 0.475
H 7.105 1.278 0.626
H 8.617 -2.075 0.653
H 6.881 -2.254 0.506
H 7.629 -2.741 1.995
C -7.640 -1.765 -2.796
C -7.197 -0.721 -3.820
C -5.800 -0.977 -4.393
C -4.631 -0.944 -3.421
N -4.303 0.387 -2.766
C -2.797 0.552 -2.689
C -2.384 0.970 -4.087
C -3.546 1.841 -4.587
C -4.696 1.586 -3.609
C -4.926 0.496 -1.388
C -4.198 -0.227 -0.266
C -4.208 -1.756 -0.258
H -7.015 -1.760 -1.902
H -8.663 -1.571 -2.477
H -7.607 -2.768 -3.222
H -7.271 0.276 -3.377
H -7.903 -0.732 -4.652
H -5.607 -0.308 -5.236
H -5.799 -1.980 -4.828
H -3.732 -1.262 -3.945
H -4.797 -1.659 -2.623
H -2.602 1.342 -1.966
H -2.348 -0.380 -2.354
H -2.259 0.099 -4.730
H -1.434 1.497 -4.079
H -3.819 1.587 -5.610
H -3.286 2.898 -4.582
H -5.652 1.424 -4.087
H -4.801 2.425 -2.927
H -5.964 0.177 -1.475
H -4.929 1.557 -1.144
H -4.671 0.108 0.659
H -3.166 0.120 -0.201
H -5.216 -2.154 -0.393
H -3.839 -2.116 0.702
H -3.554 -2.181 -1.021
```

[4]
Below is a molecular structure, C25H26NO7P2Pt, with properties calculated with ωB97M-V with the def2-TZVPD basis set.

Charge ... +1
Total energy ... -63988.089 eV
Spin multiplicity ... 5
Orbital gap (spin up / spin down) ... 6.8393 / 5.2273 eV

```
62
C25H26NO7P2Pt, DFT ωB97M-V with the def2-TZVPD basis set
Pt 0.041 0.148 0.195
N -1.741 4.093 -1.946
C -1.700 2.877 -1.048
C -2.799 2.899 -0.005
P 0.008 2.977 -0.285
O 0.958 2.097 -1.262
O 0.361 4.412 -0.335
O 0.027 2.165 0.997
P -1.747 1.431 -2.229
O -3.332 1.290 -2.483
O -1.065 1.979 -3.428
O -1.320 0.133 -1.561
H -1.039 4.762 -1.569
H -2.663 4.518 -2.017
H -1.434 3.727 -2.883
H -2.728 3.788 0.626
H -2.706 2.025 0.636
H -3.779 2.863 -0.481
H 1.399 2.581 -1.974
H -3.631 0.370 -2.436
C 0.950 -1.542 -0.175
C 1.445 -2.521 -0.784
C 1.975 -3.617 -1.442
C 3.417 -3.647 -1.607
C 4.162 -2.452 -1.521
C 5.534 -2.467 -1.653
C 6.204 -3.666 -1.863
C 5.488 -4.856 -1.925
C 4.114 -4.856 -1.784
C 1.058 -4.663 -1.876
C 1.276 -5.383 -3.060
C 0.406 -6.386 -3.440
C -0.704 -6.686 -2.659
C -0.958 -5.948 -1.510
C -0.098 -4.937 -1.127
H 3.639 -1.514 -1.379
H 6.089 -1.540 -1.599
H 7.281 -3.679 -1.961
H 6.009 -5.794 -2.068
H 3.575 -5.791 -1.771
H 2.110 -5.115 -3.695
H 0.583 -6.929 -4.359
H -1.376 -7.480 -2.954
H -1.832 -6.165 -0.911
H -0.285 -4.359 -0.230
C -3.261 -0.164 3.415
C -1.904 -0.333 2.800
O -1.753 0.040 1.634
C -0.838 -0.955 3.609
C -1.154 -1.918 4.570
C -0.150 -2.519 5.308
C 1.175 -2.152 5.115
C 1.497 -1.177 4.181
C 0.496 -0.579 3.439
H -3.859 0.503 2.800
H -3.179 0.227 4.428
H -3.763 -1.133 3.462
H -2.181 -2.224 4.719
H -0.395 -3.280 6.036
H 1.954 -2.616 5.705
H 2.525 -0.872 4.040
H 0.742 0.245 2.779
```

| no. | maximum force (eV Å⁻¹) |
| --- | --- |
| 1 | 2.6 |
| 2 | 6.3 |
| 3 | 1.6 |
| 4 | 1.5 |